No. 1
Molecular formula: C10H20NO
Method: DFT, ωB97M-V/def2-TZVPD

Cartesian coordinates (Å):
C 0.290 1.684 1.442
C 0.544 0.194 1.583
C 1.552 0.003 2.646
C -0.149 -0.803 0.993
O 0.158 -2.129 1.127
C -1.173 -0.479 -0.085
C -1.402 -1.760 -0.876
C -2.393 0.125 0.653
C -0.646 0.564 -1.121
N 0.431 0.427 -1.825
C 1.275 -0.747 -1.618
C 0.819 1.515 -2.718
H -0.630 1.979 2.178
H 0.014 1.869 0.458
H 1.254 2.222 1.800
H 2.560 0.534 2.559
H 1.818 -1.130 2.853
H 1.242 0.477 3.517
H 1.093 -2.257 1.294
H -1.677 -2.526 -0.149
H -0.675 -2.276 -1.501
H -2.385 -1.766 -1.283
H -3.423 -0.322 0.274
H -2.401 1.131 0.782
H -2.316 -0.365 1.637
H -1.434 1.354 -1.166
H 1.500 -1.150 -2.490
H 2.210 -0.267 -1.197
H 0.938 -1.501 -0.880
H 1.785 1.176 -3.336
H 0.068 1.741 -3.334
H 1.154 2.482 -2.215

Summary:
Net charge: +1
Relative energy (zero: lowest compared OMol25 entry of this formula, charge and spin), kJ/mol: 342.7
Spin multiplicity: 1

---

No. 2
Molecular formula: C10H20O5Pd
Method: DFT, ωB97M-V/def2-TZVPD

Cartesian coordinates (Å):
Pd -0.264 -0.215 -0.081
C -2.102 2.049 -0.597
C -2.321 0.929 -1.579
O -2.099 -0.283 -0.795
C -2.355 -1.584 -1.420
C -1.046 -2.130 -1.935
O -0.144 -2.075 -0.786
C 1.220 -2.518 -1.044
C 2.033 -2.004 0.111
O 1.896 -0.563 0.090
C 2.702 0.090 1.115
C 1.871 0.289 2.367
O 0.631 0.867 1.984
C 0.681 2.277 1.811
C -0.643 2.644 1.210
O -0.769 1.904 -0.042
H -2.826 1.977 0.218
H -2.183 3.023 -1.080
H -1.622 0.949 -2.418
H -3.347 0.925 -1.949
H -3.101 -1.459 -2.203
H -2.762 -2.205 -0.624
H -0.618 -1.531 -2.743
H -1.139 -3.167 -2.261
H 1.550 -2.088 -1.992
H 1.226 -3.607 -1.094
H 3.085 -2.269 0.000
H 1.657 -2.396 1.060
H 3.029 1.028 0.671
H 3.582 -0.524 1.308
H 2.391 0.923 3.088
H 1.634 -0.656 2.857
H 1.492 2.556 1.131
H 0.829 2.781 2.770
H -0.700 3.710 0.989
H -1.468 2.351 1.862

Summary:
Net charge: +2
Relative energy (zero: lowest compared OMol25 entry of this formula, charge and spin), kJ/mol: 0.0
Spin multiplicity: 1

---

No. 3
Molecular formula: C10H21AlCaF7N2NaO9PS
Method: DFT, ωB97M-V/def2-TZVPD

Cartesian coordinates (Å):
C -4.677 -4.718 -1.918
C -3.143 -4.614 -1.777
N -2.835 -4.669 -0.313
P -1.528 -3.714 0.142
C -1.978 -1.942 0.359
C -1.909 -1.092 -0.949
O -1.068 -0.015 -0.634
C -0.106 0.142 -1.699
C -0.637 0.800 -2.931
O 0.959 -0.220 -1.533
H -4.997 -4.484 -2.925
H -5.192 -4.099 -1.177
H -4.932 -5.751 -1.685
H -2.816 -3.678 -2.234
H -2.747 -5.481 -2.292
H -3.622 -4.329 0.232
H -0.414 -3.882 -0.696
H -1.149 -4.169 1.421
H -3.034 -1.893 0.742
H -1.251 -1.525 1.089
H -1.519 -1.634 -1.811
H -2.904 -0.675 -1.128
H -1.026 1.796 -2.730
H 0.152 0.878 -3.671
H -1.487 0.205 -3.283
N 0.085 -1.000 3.569
O 1.055 -1.123 4.341
O -0.248 -1.945 2.795
O -0.558 0.034 3.549
C 0.978 3.304 3.907
F 1.498 2.081 3.709
F 1.824 4.188 3.391
F -0.158 3.372 3.196
S 0.668 3.640 5.691
O 1.962 3.530 6.323
O -0.265 2.611 6.115
O 0.112 4.969 5.722
C 3.042 2.147 -0.619
C 4.415 1.908 -0.049
O 4.664 2.092 1.125
C 5.473 1.426 -1.012
H 2.378 2.490 0.174
H 3.083 2.909 -1.400
H 2.647 1.218 -1.031
H 5.619 2.160 -1.806
H 5.176 0.469 -1.448
H 6.412 1.293 -0.478
Ca -4.249 -1.829 2.325
F 2.383 3.407 -3.604
Al 1.181 4.187 -4.553
F 1.912 5.113 -5.777
F 0.224 5.178 -3.541
F 0.173 2.969 -5.247
Na 2.375 -2.034 6.034

Summary:
Net charge: +1
Spin multiplicity: 1

---

Number 1: HOMO -12.048 eV, gap between HOMO and LUMO 7.970 eV. Number 2: HOMO -17.118 eV, gap between HOMO and LUMO 8.342 eV. Number 3: HOMO -9.980 eV, gap between HOMO and LUMO 1.267 eV.